12
Properties=species:S:1:pos:R:3 method="wB97M-V/def2-TZVPD" orbital_gap_ev=8.9 lumo_energy_ha=-0.037 homo_energy_ev=-9.94
N 0.501 -0.081 -1.542
C 1.067 0.556 -0.481
O 1.929 1.549 -0.554
C 0.701 0.080 1.002
C -0.533 -0.251 1.474
C -1.690 -0.820 0.794
O -1.861 -0.940 -0.391
H 0.497 0.305 -2.512
H -0.207 -0.805 -1.192
H 1.455 0.516 1.540
H -0.719 -0.290 2.444
H -2.347 -1.425 1.335

12
Properties=species:S:1:pos:R:3 method="wB97M-V/def2-TZVPD" smiles="O=C[C@H]1CN=CO1" orbital_gap_ev=10.8 lumo_energy_ha=0.030 homo_energy_ev=-9.94
O 1.191 2.417 -0.539
C 0.539 1.637 0.109
C -0.189 0.460 -0.501
C 0.662 -0.840 -0.381
N -0.133 -1.730 0.465
C -1.181 -1.090 0.760
O -1.357 0.170 0.283
H 0.471 1.690 1.216
H -0.491 0.699 -1.524
H 0.847 -1.304 -1.353
H 1.636 -0.655 0.087
H -1.996 -1.454 1.377

Please write out number 1 again, unchanged.
12
Properties=species:S:1:pos:R:3 method="wB97M-V/def2-TZVPD" orbital_gap_ev=8.9 lumo_energy_ha=-0.037 homo_energy_ev=-9.94
N 0.501 -0.081 -1.542
C 1.067 0.556 -0.481
O 1.929 1.549 -0.554
C 0.701 0.080 1.002
C -0.533 -0.251 1.474
C -1.690 -0.820 0.794
O -1.861 -0.940 -0.391
H 0.497 0.305 -2.512
H -0.207 -0.805 -1.192
H 1.455 0.516 1.540
H -0.719 -0.290 2.444
H -2.347 -1.425 1.335

What did the second record say?
12
Properties=species:S:1:pos:R:3 method="wB97M-V/def2-TZVPD" smiles="O=C[C@H]1CN=CO1" orbital_gap_ev=10.8 lumo_energy_ha=0.030 homo_energy_ev=-9.94
O 1.191 2.417 -0.539
C 0.539 1.637 0.109
C -0.189 0.460 -0.501
C 0.662 -0.840 -0.381
N -0.133 -1.730 0.465
C -1.181 -1.090 0.760
O -1.357 0.170 0.283
H 0.471 1.690 1.216
H -0.491 0.699 -1.524
H 0.847 -1.304 -1.353
H 1.636 -0.655 0.087
H -1.996 -1.454 1.377